Formula: C27H23CrF3N2O2S4
Source: the Open Molecules 2025 dataset
Level of theory: ωB97M-V/def2-TZVPD

Each line ends with the Löwdin spin population.
Geometry (Å):
Cr 0.05 -0.10 0.00  0.957
O 0.50 -0.53 2.03  0.001
C 0.23 -1.82 2.63  -0.001
C -1.25 -1.92 2.92  0.000
C -2.13 -1.59 1.70  -0.001
C -1.77 -2.41 0.50  -0.001
C -2.37 -3.64 0.27  -0.001
C -1.97 -4.41 -0.81  0.001
C -0.97 -3.94 -1.64  0.000
C -0.42 -2.70 -1.38  0.003
N -0.81 -1.95 -0.33  0.000
H 1.40 -0.26 2.21  -0.001
H 0.81 -1.90 3.55  0.000
H 0.56 -2.61 1.95  0.000
H -1.51 -1.24 3.73  0.000
H -1.46 -2.93 3.26  0.000
H -2.06 -0.52 1.47  0.000
H -3.17 -1.77 1.96  0.000
H -3.15 -3.98 0.94  0.000
H -2.44 -5.37 -0.99  0.000
H -0.63 -4.51 -2.49  0.000
H 0.35 -2.29 -2.00  0.000
F 4.08 1.57 -2.69  0.000
C 3.55 0.65 -3.51  -0.001
F 3.92 0.95 -4.76  0.000
F 4.10 -0.54 -3.19  -0.001
C 2.05 0.60 -3.38  0.000
C 1.22 0.90 -4.46  0.007
C -0.16 0.84 -4.30  -0.002
C -0.67 0.50 -3.07  0.005
N 0.12 0.24 -2.03  -0.002
C 1.45 0.27 -2.17  0.008
S 2.21 -0.16 -0.65  -0.024
H 1.66 1.17 -5.41  0.000
H -0.82 1.05 -5.13  0.000
H -1.74 0.42 -2.90  0.000
O -0.74 1.38 0.48  0.033
C -1.57 2.48 0.15  0.013
C -2.54 2.08 -0.95  0.001
C -2.87 2.74 -2.09  0.002
C -3.85 2.06 -2.86  0.000
C -4.24 0.89 -2.29  0.001
S -3.46 0.63 -0.78  0.001
C -0.70 3.64 -0.31  0.000
C -1.02 4.96 -0.34  0.001
C 0.02 5.76 -0.90  0.000
C 1.10 5.02 -1.27  0.000
S 0.86 3.36 -0.96  0.000
C -2.32 2.82 1.42  -0.001
C -1.92 2.57 2.70  0.001
C -2.84 3.06 3.67  0.000
C -3.91 3.67 3.10  0.000
S -3.84 3.63 1.39  0.000
H -2.42 3.68 -2.37  0.000
H -4.25 2.42 -3.80  0.000
H -4.97 0.18 -2.66  0.000
H -1.95 5.37 0.03  0.000
H -0.03 6.84 -1.00  0.000
H 2.03 5.37 -1.70  0.000
H -0.99 2.06 2.93  0.000
H -2.70 2.97 4.73  0.000
H -4.75 4.14 3.59  0.000

Properties
Total energy, hartree: -4239.340518
HOMO level (alpha / beta), eV: -10.95 / -10.95
Gap between HOMO and LUMO (alpha / beta), hartree: 0.270 / 0.279
ΔE to the lowest compared entry with this formula, charge and spin, kcal per mole: 0.0
Net charge: +1
Spin multiplicity: 2

---

Formula: C8H8BrNOS
Source: the Open Molecules 2025 dataset
Level of theory: ωB97M-V/def2-TZVPD

Each line ends with the Mulliken charge.
Geometry (Å):
C 1.21 -0.81 0.09  -0.506
C 0.73 -2.03 0.42  -0.431
C -1.00 -0.88 1.71  -0.652
C -0.19 0.37 1.68  0.263
C 0.51 0.51 0.33  0.446
C -0.54 -1.96 1.08  0.223
C 0.00 0.90 2.88  -0.708
C -0.64 1.62 -3.09  -0.808
N 0.23 1.26 -0.68  -0.468
O 1.53 0.17 -2.57  -0.553
S 0.96 1.42 -2.20  0.488
Br -1.60 -3.62 1.09  -0.217
H 2.19 -0.60 -0.32  0.450
H 1.14 -2.97 0.32  0.568
H -2.00 -0.75 2.08  0.459
H -0.57 0.37 3.72  0.286
H 0.73 1.80 3.09  0.250
H -0.52 1.45 -4.14  0.345
H -1.46 1.06 -2.51  0.255
H -0.73 2.69 -2.99  0.308

Properties
Total energy, hartree: -3411.687019
HOMO level, eV: -8.80
Gap between HOMO and LUMO, hartree: 0.304
ΔE to the lowest compared entry with this formula, charge and spin, kcal per mole: 100.2
Spin multiplicity: 1

---

Formula: C2H5Cl3PS
Source: the Open Molecules 2025 dataset
Level of theory: ωB97M-V/def2-TZVPD

Each line ends with the Mulliken charge.
Geometry (Å):
C 0.30 -0.04 0.36  -0.493
C 1.54 -0.51 0.28  -0.675
P 3.09 -2.16 -2.60  0.906
S 1.05 -2.11 -2.31  -0.086
Cl 3.82 -0.42 -3.24  -0.037
Cl 4.19 -2.64 -1.03  -0.045
Cl 3.14 -3.60 -3.96  -0.077
H 0.04 0.97 0.08  0.258
H 1.14 -1.38 -1.15  0.203
H -0.45 -0.65 0.82  0.298
H 1.77 -1.45 0.59  0.479
H 2.52 0.02 -0.08  0.270

Properties
Total energy, hartree: -2199.061442
HOMO level, eV: -14.15
Gap between HOMO and LUMO, hartree: 0.329
ΔE to the lowest compared entry with this formula, charge and spin, kcal per mole: 0.0
Net charge: +1
Spin multiplicity: 1

---

Formula: C5H9NO
Source: the Open Molecules 2025 dataset
Level of theory: ωB97M-V/def2-TZVPD

Each line ends with the Mulliken charge.
Geometry (Å):
O 2.33 0.58 -0.52  -0.562
C 1.14 1.32 -0.49  0.133
C -0.12 0.73 -1.21  -0.683
C -0.82 0.96 0.12  -0.382
C -1.28 -1.96 0.69  -0.379
N -0.13 -2.38 0.33  -0.476
C 0.29 1.35 0.76  -0.566
H 2.11 -0.34 -0.30  0.329
H 1.40 2.32 -0.85  0.336
H 0.01 -0.33 -1.46  0.242
H -0.49 1.26 -2.08  0.274
H -2.00 -1.70 -0.08  0.354
H -1.60 -1.82 1.73  0.261
H 0.44 -2.58 1.15  0.241
H -1.86 0.87 0.41  0.482
H 0.49 1.65 1.79  0.396

Properties
Total energy, hartree: -325.811978
HOMO level, eV: -9.61
SMILES: O[C@@H]1C=CC1.C=N
Gap between HOMO and LUMO, hartree: 0.384
ΔE to the lowest compared entry with this formula, charge and spin, kcal per mole: 78.8
Spin multiplicity: 1

---

Formula: C35H66O5Si
Source: the Open Molecules 2025 dataset
Level of theory: ωB97M-V/def2-TZVPD

Each line ends with the Mulliken charge.
Geometry (Å):
C -4.07 -0.39 -0.74  -0.159
C -4.29 1.12 -1.39  -0.372
O -3.02 1.80 -1.74  -0.141
C -2.40 2.44 -0.57  0.290
O -2.70 3.73 -0.28  -0.584
C -1.31 1.67 0.42  0.673
C -0.80 2.58 1.69  -0.738
C 0.35 3.69 1.33  -0.304
O 1.62 3.14 0.82  0.012
C 2.77 3.51 1.68  0.314
O 3.65 4.38 1.14  -0.561
O 3.00 2.94 3.05  -0.355
C 2.78 1.49 2.84  0.480
C 3.24 0.54 4.10  -0.715
C 2.48 -0.94 3.91  -0.545
C 2.32 -1.31 2.32  0.225
C 2.05 -2.90 2.01  -0.482
C 0.83 -3.02 0.92  -0.615
C 1.16 -2.30 -0.55  0.172
C -0.15 -2.58 -1.49  -0.318
Si -0.02 -1.90 -3.29  0.246
C -0.04 -3.43 -4.52  -1.052
C -1.68 -0.91 -3.64  -0.498
C 1.46 -0.72 -3.62  0.628
C 1.90 0.58 -2.72  -0.057
C 3.20 1.51 -3.21  -0.545
C 4.08 1.21 -4.58  -0.498
C 3.65 -0.11 -5.46  -0.361
C 2.38 -1.02 -4.97  -0.339
H -4.50 -1.21 -1.49  0.267
H -4.73 -0.43 0.24  0.283
H -2.94 -0.63 -0.53  -0.381
H -4.95 1.79 -0.66  0.331
H -4.85 0.94 -2.43  0.247
H -0.40 1.26 -0.24  -0.546
H -1.85 0.70 0.84  0.272
H -0.51 1.85 2.58  0.338
H -1.75 3.19 2.09  0.389
H -0.09 4.40 0.51  0.137
H 0.61 4.27 2.32  0.393
H 1.61 1.35 2.73  -0.402
H 3.36 1.23 1.83  0.266
H 4.40 0.40 4.22  0.274
H 2.79 1.02 5.08  0.265
H 3.02 -1.78 4.55  0.342
H 1.42 -0.80 4.44  0.204
H 3.29 -1.01 1.71  0.246
H 1.35 -0.73 1.94  -0.292
H 3.01 -3.52 1.74  0.350
H 1.64 -3.37 3.02  0.009
H -0.12 -2.48 1.40  0.053
H 0.64 -4.16 0.69  0.359
H 2.17 -2.75 -0.94  0.289
H 1.37 -1.15 -0.34  -0.188
H -1.11 -2.15 -0.99  -0.002
H -0.26 -3.76 -1.58  0.322
H 0.07 -2.94 -5.59  0.251
H -1.09 -3.92 -4.38  0.280
H 0.87 -4.14 -4.31  0.275
H -2.57 -1.55 -3.17  0.044
H -1.55 0.11 -3.09  0.007
H -1.86 -0.72 -4.78  0.352
H 1.30 0.87 -1.76  0.156
H 3.53 2.47 -2.60  0.296
H 4.98 1.85 -4.97  0.296
H 4.21 -0.39 -6.44  0.281
H 2.07 -1.94 -5.63  0.068
C -2.17 -3.64 4.37  -1.263
C -0.89 -4.35 4.76  0.128
C -0.70 -5.69 4.03  -0.321
C -1.78 -6.74 4.32  -0.930
C -1.95 -7.12 5.79  -0.396
C -0.70 -7.73 6.40  -1.174
H -3.06 -4.22 4.63  0.341
H -2.24 -2.68 4.89  0.392
H -2.20 -3.44 3.29  0.246
H -0.86 -4.50 5.84  0.351
H -0.04 -3.70 4.51  -0.135
H 0.28 -6.09 4.28  0.410
H -0.68 -5.50 2.95  0.125
H -1.53 -7.65 3.75  0.406
H -2.74 -6.40 3.93  0.327
H -2.77 -7.84 5.88  0.370
H -2.25 -6.24 6.38  0.228
H -0.41 -8.64 5.86  0.292
H -0.89 -8.01 7.45  0.374
H 0.15 -7.04 6.39  0.281
C 0.64 8.09 -2.68  -1.116
C -0.22 7.56 -3.81  -0.480
C -1.36 6.66 -3.34  -1.030
C -0.92 5.37 -2.63  0.267
C 0.00 4.46 -3.45  0.153
C -0.65 3.93 -4.71  -1.315
H 1.14 7.28 -2.14  0.236
H 1.41 8.76 -3.07  0.380
H 0.03 8.66 -1.96  0.284
H 0.41 7.04 -4.54  0.241
H -0.66 8.42 -4.35  0.391
H -1.99 6.40 -4.20  0.360
H -2.01 7.22 -2.66  0.420
H -1.81 4.81 -2.35  -0.045
H -0.41 5.63 -1.69  0.026
H 0.29 3.60 -2.82  -0.080
H 0.93 4.98 -3.70  0.340
H -1.56 3.37 -4.48  0.224
H 0.04 3.26 -5.24  0.406
H -0.91 4.74 -5.40  0.353

Properties
Total energy, hartree: -2038.290855
HOMO level, eV: -8.49
SMILES: CCOC(=O)CCCOC(=O)OCCCCCCCC[Si](C)(C)c1ccccc1.CCCCCC.CCCCCC
Gap between HOMO and LUMO, hartree: 0.314
Spin multiplicity: 1

---

Formula: C5H13NO
Source: the Open Molecules 2025 dataset
Level of theory: ωB97M-V/def2-TZVPD

Each line ends with the Mulliken charge.
Geometry (Å):
C -1.62 -0.28 -1.51  -1.145
C -1.09 -1.60 -0.91  0.672
O -1.75 -2.29 -0.18  -0.624
N 0.13 -1.95 -1.44  -0.361
H -2.25 -0.55 -2.35  0.318
H -0.81 0.37 -1.82  0.372
H 0.55 -2.76 -1.05  0.228
H 0.54 -1.33 -2.11  0.226
H -2.15 0.18 -0.68  0.326
C 0.33 0.52 1.08  0.762
C 0.13 1.94 1.61  -1.208
C 1.74 0.11 0.59  -1.115
H 0.08 -0.20 1.86  0.425
H -0.42 0.46 0.30  -0.664
H 1.03 2.55 1.68  0.293
H 2.01 -0.83 1.06  0.231
H 1.92 0.08 -0.49  0.256
H -0.28 2.14 2.59  0.283
H -0.54 2.54 0.98  0.304
H 2.45 0.91 0.81  0.422

Properties
Total energy, hartree: -328.292074
HOMO level, eV: -9.84
SMILES: CC(N)=O.CCC
Gap between HOMO and LUMO, hartree: 0.391
ΔE to the lowest compared entry with this formula, charge and spin, kcal per mole: 16.8
Spin multiplicity: 1

---

Formula: C5H13N
Source: the Open Molecules 2025 dataset
Level of theory: ωB97M-V/def2-TZVPD

Each line ends with the Mulliken charge.
Geometry (Å):
C -1.88 0.19 0.71  -1.431
C -0.72 -0.47 -0.03  0.156
C 0.65 -0.06 0.55  0.616
C 1.76 -0.96 0.02  -1.588
C 0.98 1.40 0.28  -1.537
N -0.89 -0.22 -1.47  -0.712
H -1.75 0.13 1.79  0.351
H -2.81 -0.30 0.44  0.367
H -1.97 1.24 0.43  0.322
H -0.81 -1.55 0.09  0.422
H 0.57 -0.21 1.63  0.287
H 1.88 -0.81 -1.06  0.343
H 2.71 -0.74 0.51  0.396
H 1.55 -2.02 0.18  0.372
H 0.09 2.03 0.39  0.379
H 1.36 1.52 -0.73  0.307
H 1.73 1.78 0.98  0.393
H -0.79 0.78 -1.65  0.275
H -0.15 -0.67 -1.99  0.281

Properties
Total energy, hartree: -253.062098
HOMO level, eV: -9.25
SMILES: CC(C)[C@@H](C)N
Gap between HOMO and LUMO, hartree: 0.380
ΔE to the lowest compared entry with this formula, charge and spin, kcal per mole: 0.6
Spin multiplicity: 1

---

Formula: C14H19N3O3S
Source: the Open Molecules 2025 dataset
Level of theory: ωB97M-V/def2-TZVPD

Each line ends with the Mulliken charge.
Geometry (Å):
C 4.10 -3.48 2.55  -0.612
H 4.07 -2.37 2.90  0.228
O 2.81 -3.71 1.74  -0.369
C 2.71 -2.82 0.73  0.086
C 1.55 -3.11 0.02  -0.409
H 1.57 -4.33 -0.13  0.264
H 0.68 -3.24 1.01  0.148
C 1.16 -2.44 -1.28  -1.524
N 0.95 -1.07 -0.94  -0.199
C 1.91 -0.09 -0.96  0.529
O 2.91 -0.58 -1.55  -0.791
N 1.72 1.01 -0.59  0.109
C 0.59 1.89 -0.09  -0.237
C -0.83 1.33 -0.68  -0.137
C -1.88 2.05 -0.38  0.005
C -1.86 2.95 0.82  0.362
C -0.62 3.48 1.38  -1.050
C 0.52 2.70 0.99  -1.042
H 1.33 3.01 1.23  0.672
H -0.69 4.05 2.09  0.730
S -3.28 3.88 1.09  -0.191
C -4.13 3.60 -0.38  -0.674
C -4.36 2.24 -0.90  0.655
O -5.39 1.78 -1.15  -0.543
N -3.16 1.53 -1.11  0.134
C -3.33 0.25 -1.32  -1.011
H -2.72 0.24 -2.20  0.430
H -4.43 -0.11 -1.48  0.364
H -2.74 -0.54 -0.48  0.136
H -3.50 4.35 -1.11  0.297
H -5.14 4.21 -0.52  0.355
H -0.69 0.70 -1.56  0.624
H 2.43 1.67 -0.40  0.288
H 0.27 -0.78 -0.12  0.300
H 0.27 -2.81 -1.62  0.432
H 1.79 -2.60 -1.93  0.675
H 3.59 -2.86 -0.14  0.181
H 2.56 -1.95 1.33  0.242
H 4.24 -4.27 3.28  0.299
H 5.01 -3.78 1.84  0.242

Properties
Total energy, hartree: -1332.617729
HOMO level, eV: -8.34
SMILES: COCCCNC(=O)Nc1ccc2c(c1)N(C)C(=O)CS2
Gap between HOMO and LUMO, hartree: 0.295
ΔE to the lowest compared entry with this formula, charge and spin, kcal per mole: 302.0
Spin multiplicity: 1

---

Max |F| values (in eV Å⁻¹) by entry order: 0.2 3.7 4.0 0.4 9.4 1.7 0.3 17.9.